<P>
C56H59GeN2OPS3SnTe | the ωB97M-V functional and the def2-TZVPD basis

Each line ends with the Löwdin charge.
Cartesian coordinates (Å):
Sn: 0.0842 0.1410 -0.0921  0.654
C: -1.0464 0.7697 4.4335  0.005
C: -1.2101 0.2484 3.0318  -0.231
N: -0.1670 -0.0336 2.3248  -0.044
N: 1.0349 0.1770 3.0017  -0.054
C: 1.7705 1.0767 2.4757  -0.998
S: 1.3701 1.9542 1.0054  0.605
S: 3.3438 1.3367 3.2513  0.950
C: 3.3446 3.1575 3.3310  -0.419
C: 2.2738 3.6896 4.2441  -0.302
C: 1.1670 4.3510 3.7221  -0.058
C: 0.1532 4.8009 4.5592  -0.084
C: 0.2399 4.5971 5.9270  -0.096
C: 1.3464 3.9438 6.4567  -0.083
C: 2.3529 3.4919 5.6204  -0.055
C: -2.5588 0.1637 2.4607  -0.130
C: -3.6386 -0.1398 3.3032  -0.052
C: -4.9397 -0.1399 2.8543  -0.094
C: -5.1917 0.2374 1.5350  -0.077
C: -4.1535 0.5422 0.6869  -0.023
C: -2.8132 0.4533 1.1065  -0.367
O: -1.8901 0.6404 0.1820  -0.336
H: -0.4007 0.1122 5.0153  0.094
H: -1.9998 0.9113 4.9292  0.071
H: -0.5363 1.7368 4.3867  0.086
H: 3.2432 3.5569 2.3218  0.055
H: 4.3452 3.4042 3.6877  0.085
H: 1.0949 4.5094 2.6545  0.096
H: -0.7042 5.3103 4.1384  0.104
H: -0.5473 4.9489 6.5806  0.100
H: 1.4211 3.7837 7.5244  0.102
H: 3.2049 2.9653 6.0343  0.112
H: -3.4400 -0.4058 4.3330  0.108
H: -5.7496 -0.4010 3.5204  0.098
H: -6.2101 0.2846 1.1697  0.105
H: -4.3332 0.8251 -0.3418  0.118
C: 3.9925 -1.6758 -1.8214  -0.235
P: 3.1380 -0.5892 -0.6080  0.991
C: 3.8713 1.0245 -1.0705  -0.398
C: 4.5005 1.8644 -0.1543  -0.138
C: 5.0089 3.0899 -0.5566  -0.079
C: 4.8922 3.4970 -1.8789  -0.085
C: 4.2543 2.6737 -2.7947  -0.079
C: 3.7462 1.4478 -2.3919  -0.122
C: 4.0124 -1.0566 0.9202  -0.381
C: 3.2617 -1.5628 1.9744  -0.159
C: 3.8725 -1.9445 3.1616  -0.098
C: 5.2459 -1.8304 3.2946  -0.081
C: 6.0100 -1.3420 2.2394  -0.076
C: 5.3980 -0.9583 1.0589  -0.099
H: 5.0595 -1.4523 -1.8228  0.050
H: 3.5967 -1.5243 -2.8252  0.004
H: 3.8382 -2.7162 -1.5360  0.036
H: 4.5760 1.5711 0.8857  0.054
H: 5.4939 3.7314 0.1684  0.103
H: 5.2937 4.4518 -2.1926  0.101
H: 4.1427 2.9861 -3.8250  0.106
H: 3.2322 0.8275 -3.1205  0.062
H: 2.1859 -1.6529 1.8751  0.074
H: 3.2690 -2.3226 3.9763  0.108
H: 5.7266 -2.1213 4.2198  0.105
H: 7.0841 -1.2569 2.3408  0.103
H: 5.9990 -0.5647 0.2478  0.109
Te: -0.1676 1.7627 -2.3341  0.936
C: 0.0180 0.5000 -3.9916  -1.002
C: -0.6639 0.6554 -5.1646  -0.267
C: -0.2967 -0.2997 -6.1536  -0.199
C: 0.6513 -1.1701 -5.7156  -0.399
S: 1.1114 -0.8118 -4.1035  0.924
H: -1.4155 1.4167 -5.3137  0.098
H: -0.7330 -0.3393 -7.1411  0.104
H: 1.0920 -2.0009 -6.2412  0.061
C: -2.4581 -7.2874 -1.9382  -0.108
C: -3.2144 -6.7843 -0.7141  -0.271
C: -3.3353 -5.2612 -0.6657  -0.291
C: -1.9887 -4.5527 -0.5329  -0.309
Ge: -2.1669 -2.6223 -0.2564  0.930
C: -3.1211 -1.8366 -1.7622  -0.292
C: -2.5455 -2.3101 -3.0960  -0.273
C: -3.2831 -1.7399 -4.3069  -0.266
C: -4.6976 -2.2859 -4.4633  -0.109
H: -2.4000 -8.3766 -1.9472  0.068
H: -1.4377 -6.9032 -1.9669  0.053
H: -2.9569 -6.9729 -2.8580  0.075
H: -2.7102 -7.1267 0.1950  0.106
H: -4.2154 -7.2241 -0.6996  0.102
H: -3.9862 -4.9819 0.1694  0.102
H: -3.8418 -4.9181 -1.5756  0.100
H: -1.3765 -4.7087 -1.4239  0.061
H: -1.4229 -4.9665 0.3080  0.075
H: -2.8119 -2.3783 1.1191  0.016
H: -3.0715 -0.7486 -1.6884  0.055
H: -4.1705 -2.1257 -1.6633  0.066
H: -2.5718 -3.4049 -3.1487  0.100
H: -1.4910 -2.0287 -3.1556  0.082
H: -2.7081 -1.9642 -5.2083  0.099
H: -3.3108 -0.6495 -4.2231  0.105
H: -4.6810 -3.3686 -4.6092  0.073
H: -5.2002 -1.8426 -5.3239  0.068
H: -5.3117 -2.0783 -3.5858  0.063
C: -0.3019 -1.9442 -0.2138  -0.366
C: 0.6061 -2.8608 -0.2334  -0.185
C: 1.3758 -3.9342 -0.1754  -0.158
C: 1.6048 -4.7250 -1.4135  -0.182
C: 1.5729 -4.1048 -2.6605  -0.055
C: 1.6597 -4.8422 -3.8289  -0.070
C: 1.7838 -6.2238 -3.7752  -0.089
C: 1.8070 -6.8548 -2.5396  -0.082
C: 1.7150 -6.1161 -1.3695  -0.038
C: 1.8283 -4.4252 1.1520  -0.192
C: 1.0574 -4.1912 2.2910  -0.035
C: 1.4660 -4.6564 3.5300  -0.083
C: 2.6546 -5.3634 3.6543  -0.096
C: 3.4380 -5.5843 2.5309  -0.076
C: 3.0299 -5.1171 1.2910  -0.042
H: 1.4615 -3.0302 -2.7030  0.043
H: 1.6320 -4.3359 -4.7860  0.096
H: 1.8537 -6.8032 -4.6862  0.100
H: 1.8847 -7.9331 -2.4835  0.104
H: 1.7058 -6.6273 -0.4161  0.114
H: 0.1288 -3.6386 2.2004  0.113
H: 0.8512 -4.4688 4.4009  0.105
H: 2.9696 -5.7349 4.6205  0.101
H: 4.3758 -6.1171 2.6188  0.104
H: 3.6558 -5.2805 0.4229  0.118

Summary:
LUMO in eV: -0.3
Gap between HOMO and LUMO in eV: 7.12



<Q>
C56H59GeN2OPS3SnTe | the ωB97M-V functional and the def2-TZVPD basis

Each line ends with the Löwdin charge.
Cartesian coordinates (Å):
Sn: 0.2332 0.2452 -0.8931  1.047
C: -1.4645 -0.3350 3.4497  -0.008
C: -1.3334 -0.1590 1.9537  -0.232
N: -0.2564 0.3914 1.4394  -0.048
N: 0.7207 0.6788 2.3714  -0.051
C: 1.5673 1.6136 2.2449  -1.014
S: 1.7231 2.9258 1.0735  0.551
S: 2.8785 1.6501 3.4713  0.847
C: 1.8531 1.9982 4.9504  -0.404
C: 1.0484 3.2594 4.7911  -0.304
C: 1.6934 4.4899 4.6603  -0.055
C: 0.9631 5.6567 4.5134  -0.077
C: -0.4273 5.6124 4.4911  -0.094
C: -1.0744 4.3934 4.6095  -0.093
C: -0.3386 3.2206 4.7452  -0.051
C: -2.4675 -0.5690 1.1551  -0.125
C: -3.3916 -1.4829 1.7120  -0.040
C: -4.5560 -1.8192 1.0750  -0.107
C: -4.8708 -1.1991 -0.1419  -0.078
C: -3.9903 -0.3212 -0.7229  -0.033
C: -2.7350 -0.0285 -0.1333  -0.413
O: -1.9093 0.7380 -0.7844  -0.353
H: -0.7857 0.3197 3.9753  0.034
H: -1.2027 -1.3652 3.7097  0.104
H: -2.4834 -0.1461 3.7773  0.091
H: 2.5859 2.0943 5.7516  0.081
H: 1.2248 1.1300 5.1315  0.069
H: 2.7774 4.5179 4.6628  0.114
H: 1.4792 6.6054 4.4225  0.106
H: -1.0012 6.5262 4.3959  0.105
H: -2.1582 4.3513 4.6032  0.105
H: -0.8573 2.2701 4.8251  0.099
H: -3.1518 -1.9652 2.6513  0.111
H: -5.2199 -2.5561 1.5079  0.104
H: -5.8093 -1.4277 -0.6351  0.107
H: -4.2048 0.1374 -1.6799  0.115
C: 4.7969 -0.0729 0.6501  -0.279
P: 3.4517 -0.4659 -0.5405  0.956
C: 4.0874 0.4173 -2.0276  -0.362
C: 4.3198 -0.2056 -3.2515  -0.110
C: 4.6738 0.5386 -4.3705  -0.091
C: 4.8079 1.9142 -4.2884  -0.090
C: 4.6126 2.5444 -3.0671  -0.084
C: 4.2556 1.8040 -1.9500  -0.106
C: 3.8253 -2.2076 -0.9540  -0.380
C: 4.7730 -2.9797 -0.2861  -0.090
C: 4.9311 -4.3246 -0.6000  -0.086
C: 4.1452 -4.9183 -1.5743  -0.083
C: 3.1966 -4.1601 -2.2469  -0.067
C: 3.0426 -2.8192 -1.9367  -0.148
H: 5.7714 -0.3029 0.2205  0.052
H: 4.6426 -0.6410 1.5683  0.037
H: 4.7553 0.9849 0.9044  0.021
H: 4.2346 -1.2788 -3.3383  0.079
H: 4.8396 0.0320 -5.3151  0.104
H: 5.0690 2.4922 -5.1666  0.102
H: 4.7330 3.6181 -2.9836  0.103
H: 4.1091 2.3182 -1.0108  0.077
H: 5.4041 -2.5446 0.4789  0.089
H: 5.6758 -4.9146 -0.0788  0.104
H: 4.2528 -5.9734 -1.7944  0.104
H: 2.5732 -4.6100 -3.0116  0.111
H: 2.2969 -2.2347 -2.4595  0.039
Te: -1.2838 -1.8528 -2.9197  1.279
C: -0.1219 -1.0496 -4.4738  -0.943
C: -0.7303 -0.3567 -5.4838  -0.269
C: 0.1238 -0.1260 -6.5990  -0.195
C: 1.3662 -0.6442 -6.4130  -0.410
S: 1.4965 -1.4350 -4.8957  0.949
H: -1.7575 -0.0180 -5.4172  0.094
H: -0.1796 0.3988 -7.4948  0.102
H: 2.2207 -0.6120 -7.0736  0.065
C: -5.0939 3.5456 0.8341  -0.100
C: -4.2340 4.1337 1.9527  -0.264
C: -2.8330 4.5217 1.4746  -0.301
C: -1.9154 3.3059 1.3076  -0.317
Ge: -0.2357 3.9400 0.5184  0.715
C: -0.2670 4.1754 -1.4475  -0.332
C: -1.5672 3.6955 -2.1024  -0.291
C: -1.5697 3.8977 -3.6194  -0.265
C: -1.5977 5.3679 -4.0361  -0.115
H: -6.0583 3.2112 1.2186  0.070
H: -4.5995 2.6914 0.3650  0.060
H: -5.2818 4.2964 0.0631  0.074
H: -4.1470 3.4087 2.7685  0.103
H: -4.7311 5.0205 2.3554  0.103
H: -2.3763 5.2109 2.1901  0.078
H: -2.9178 5.0616 0.5235  0.099
H: -2.3478 2.5583 0.6402  0.041
H: -1.7335 2.8275 2.2710  0.050
H: 0.0831 5.3066 1.1577  -0.024
H: 0.5854 3.6502 -1.8825  0.055
H: -0.1207 5.2427 -1.6279  0.055
H: -2.4227 4.2299 -1.6725  0.101
H: -1.7110 2.6374 -1.8972  0.065
H: -2.4501 3.3981 -4.0338  0.104
H: -0.6905 3.4087 -4.0516  0.108
H: -2.4596 5.8750 -3.5937  0.073
H: -1.6747 5.4633 -5.1204  0.067
H: -0.6946 5.8909 -3.7170  0.062
C: -0.2819 -1.8980 -0.9516  -0.635
C: -0.3315 -3.0511 -0.3779  -0.170
C: -0.5087 -4.2448 0.1823  -0.142
C: 0.6418 -5.0210 0.7166  -0.197
C: 1.5376 -4.3896 1.5790  -0.024
C: 2.5165 -5.1174 2.2396  -0.085
C: 2.6318 -6.4840 2.0316  -0.095
C: 1.7765 -7.1137 1.1358  -0.082
C: 0.7932 -6.3879 0.4807  -0.051
C: -1.8837 -4.7851 0.4052  -0.150
C: -2.9830 -4.2880 -0.3017  -0.043
C: -4.2403 -4.8538 -0.1802  -0.091
C: -4.4430 -5.9356 0.6655  -0.093
C: -3.3719 -6.4271 1.3958  -0.083
C: -2.1126 -5.8583 1.2746  -0.034
H: 1.4426 -3.3225 1.7477  0.115
H: 3.1775 -4.6180 2.9386  0.103
H: 3.3854 -7.0569 2.5579  0.099
H: 1.8581 -8.1810 0.9666  0.102
H: 0.1306 -6.8854 -0.2185  0.123
H: -2.8527 -3.4453 -0.9620  0.063
H: -5.0605 -4.4545 -0.7656  0.106
H: -5.4230 -6.3881 0.7564  0.099
H: -3.5121 -7.2753 2.0558  0.102
H: -1.2946 -6.2561 1.8596  0.108

Summary:
LUMO in eV: -0.3
Gap between HOMO and LUMO in eV: 6.83



Most stable: <P>



<P>
C8H8N4O4 | the ωB97M-V functional and the def2-TZVPD basis

Each line ends with the Löwdin charge.
Cartesian coordinates (Å):
O: 0.2041 0.3659 6.1289  0.078
C: 0.5419 0.0525 5.0085  -0.448
C: 0.8864 -1.2918 4.5532  0.007
C: 1.2289 -1.4979 3.2669  -0.065
N: 1.3026 -0.4600 2.3614  0.117
C: 1.0214 0.8551 2.6827  -0.517
O: 1.1003 1.7489 1.8645  0.067
N: 0.6214 1.0335 3.9887  0.202
H: 0.8622 -2.0884 5.2773  0.113
H: 1.5053 -2.4763 2.8788  0.131
H: 1.5611 -0.6063 1.4029  0.150
H: 0.3829 1.9789 4.2540  0.165
O: -3.0216 -0.0196 -5.4167  0.033
C: -2.0220 0.1344 -4.6743  -0.479
C: -1.6208 1.4314 -4.0279  0.008
C: -0.7207 1.3926 -2.9239  -0.064
N: 0.0375 0.2658 -2.6515  0.091
C: -0.0824 -0.9783 -3.3802  -0.445
O: 0.4565 -2.0109 -3.0154  0.078
N: -1.0090 -0.7737 -4.4828  0.155
H: -2.2806 2.2784 -4.3429  0.117
H: -0.5294 2.3547 -2.3059  0.151
H: 0.7995 0.2109 -2.0241  0.126
H: -1.2257 -1.8998 -4.4226  0.229

Summary:
LUMO in eV: 0.0
SMILES: O=c1cc[nH]c(=O)[nH]1.O=c1cc[nH]c(=O)[nH]1
Gap between HOMO and LUMO in eV: 9.47



<Q>
C8H8N4O4 | the ωB97M-V functional and the def2-TZVPD basis

Each line ends with the Löwdin charge.
Cartesian coordinates (Å):
O: 4.3417 0.1104 -1.6016  0.082
C: 3.6115 0.0345 -0.6504  -0.490
C: 3.3756 1.0095 0.4152  0.001
C: 2.3571 0.7849 1.2591  -0.131
N: 1.6926 -0.3699 1.4289  0.111
C: 1.8658 -1.4268 0.5431  -0.495
O: 1.3570 -2.5280 0.6021  0.079
N: 2.8224 -1.1063 -0.4451  0.188
H: 4.0844 1.8920 0.4895  0.138
H: 2.0431 1.4955 2.0529  0.138
H: 0.9217 -0.4014 2.1223  0.179
H: 2.7924 -1.8412 -1.1962  0.189
O: -4.4882 -1.3671 0.6940  0.069
C: -3.7415 -0.5933 0.0954  -0.375
C: -3.8207 0.9140 0.1291  0.033
C: -2.6377 1.6110 -0.2787  -0.036
N: -1.4634 0.8474 -0.5607  0.062
C: -1.5468 -0.4342 -1.2432  -0.553
O: -0.5849 -0.8747 -1.7933  0.101
N: -2.6924 -1.0397 -0.8782  0.170
H: -4.7002 1.3537 0.3645  0.057
H: -2.4199 2.6316 -0.1455  0.093
H: -0.4929 1.3818 -0.7343  0.201
H: -2.6767 -2.0838 -0.6689  0.189

Summary:
LUMO in eV: -0.1
SMILES: O=c1cc[nH]c(=O)[nH]1.O=c1cc[nH]c(=O)[nH]1
Gap between HOMO and LUMO in eV: 9.46



Most stable: <P>